Density functional theory data (ωB97M-V with the def2-TZVPD basis set) for 14 unconnected molecules or ions with the total composition C60H116F24N6O24S8.

Geometry as ORCA input:
```
! RIJCOSX wB97M-V def2-TZVPD def2/J DEFGRID3
* xyz -2 1
C -6.05402 -4.40096 -3.50139
C -5.52294 -4.50870 -1.97268
C -4.27153 -5.38092 -1.94703
N -3.72408 -5.71486 -0.52449
C -4.78539 -6.68726 0.09994
C -2.26701 -6.36043 -0.46333
C -1.69638 -5.93152 0.88143
C -2.55582 -4.77446 1.37721
C -3.63786 -4.49007 0.30798
H -5.31553 -4.08574 -4.23851
H -6.91457 -3.77269 -3.73121
H -6.30489 -5.40195 -3.85236
H -6.36696 -4.95564 -1.44734
H -5.35182 -3.58701 -1.41654
H -3.40368 -4.88825 -2.38545
H -4.54804 -6.23377 -2.56695
H -4.90436 -7.48604 -0.63211
H -5.73374 -6.17850 0.27284
H -4.41267 -6.91794 1.09793
H -2.28553 -7.43010 -0.67199
H -1.82996 -5.94885 -1.37310
H -1.76728 -6.67284 1.67737
H -0.65879 -5.63611 0.72575
H -2.89027 -4.86031 2.41107
H -1.77563 -4.02266 1.49632
H -4.56191 -4.18091 0.79649
H -3.28979 -3.68090 -0.33403
C 1.38159 -7.56946 -0.43781
C 2.41016 -6.47952 -0.64329
C 1.94202 -5.42700 -1.68252
N 2.98057 -4.39689 -2.29878
C 3.43255 -3.23946 -1.27679
C 2.30143 -3.84066 -3.59417
C 3.21565 -4.08628 -4.75588
C 4.59359 -4.29977 -4.13883
C 4.24389 -5.13094 -2.94776
H 0.51332 -7.27228 0.15034
H 1.87004 -8.51695 -0.21026
H 0.96837 -7.85334 -1.40567
H 3.30353 -6.94258 -1.06231
H 2.77720 -5.93980 0.22968
H 1.27185 -4.66953 -1.27606
H 1.38711 -5.99114 -2.43214
H 4.00147 -2.59955 -1.95130
H 3.97362 -3.77358 -0.49573
H 2.47826 -2.88706 -0.88532
H 1.99316 -2.81757 -3.37882
H 1.32643 -4.26887 -3.82679
H 3.15857 -3.37197 -5.57721
H 2.76575 -4.97834 -5.19167
H 5.11403 -3.38495 -3.85532
H 5.16725 -4.88579 -4.85688
H 5.01611 -5.27168 -2.19148
H 3.89215 -6.10727 -3.28116
C 5.55059 5.00542 -5.30191
C 4.74592 6.18416 -4.82324
C 3.49274 5.63187 -4.04285
N 2.34595 6.64785 -3.88503
C 1.14451 5.92735 -3.17674
C -0.01075 6.80380 -2.81270
C 0.35913 8.10104 -2.03747
C 1.45013 8.82421 -2.72062
C 2.77990 8.00361 -3.15307
C 1.79700 7.27609 -5.18570
H 6.53561 5.24812 -5.70059
H 4.99580 4.59897 -6.14755
H 5.70172 4.14277 -4.65300
H 4.35458 6.74226 -5.67382
H 5.38248 6.86109 -4.25346
H 3.69616 5.34618 -3.01082
H 2.99958 4.84794 -4.61761
H 1.55215 5.27799 -2.40197
H 0.80912 5.16134 -3.87592
H -0.68828 6.19648 -2.21254
H -0.64728 7.14480 -3.62918
H 0.57364 7.96305 -0.97774
H -0.56065 8.67417 -1.92070
H 1.83561 9.54702 -2.00156
H 1.05038 9.46932 -3.50301
H 3.21467 7.41555 -2.34482
H 3.48043 8.65276 -3.67841
H 2.49285 7.84143 -5.80560
H 1.01411 7.97794 -4.89833
H 1.36467 6.40901 -5.68505
C 3.66116 -2.45536 7.07633
C 2.21642 -1.88364 7.18673
C 1.67602 -2.30030 8.51405
N 0.40476 -1.45013 8.93748
C -0.94408 -1.80876 8.09601
C -1.24656 -3.30113 8.13333
C -1.33125 -3.81129 9.58587
C -0.27261 -3.40351 10.67898
C 0.10170 -1.88732 10.40780
C 0.74206 0.01729 9.00643
H 4.13640 -2.27053 6.11296
H 3.68598 -3.54499 7.09112
H 4.17971 -2.02457 7.93284
H 1.65175 -2.29939 6.35223
H 2.17682 -0.80261 7.05286
H 2.30935 -2.04518 9.36372
H 1.45862 -3.35771 8.66481
H -0.82246 -1.47918 7.06417
H -1.73523 -1.09784 8.33425
H -0.58275 -3.96593 7.58062
H -2.16591 -3.53136 7.59492
H -1.41937 -4.88633 9.42900
H -2.35189 -3.54229 9.85795
H 0.62972 -4.01184 10.61710
H -0.68505 -3.56995 11.67412
H 0.96168 -1.57452 10.99999
H -0.83646 -1.37664 10.62498
H 0.69112 0.55479 8.05954
H 1.70357 0.02188 9.51982
H -0.00003 0.55355 9.59790
C -0.92538 2.74425 -1.62492
C -0.52431 2.50405 -0.14967
C 0.27745 1.06948 0.00628
N 0.66097 0.69010 1.42650
C 1.47883 -0.73797 1.35244
C 1.46821 -1.52814 2.71325
C 0.10872 -1.68271 3.33059
C -0.43532 -0.34307 3.61643
C -0.67512 0.34425 2.22263
C 1.68183 1.73960 2.01186
H -1.07727 1.92841 -2.33162
H -0.14212 3.40521 -1.99603
H -1.87942 3.27040 -1.59199
H -1.43402 2.30727 0.41764
H 0.00156 3.36792 0.25690
H 1.18365 0.93751 -0.58488
H -0.48393 0.33027 -0.24268
H 0.93661 -1.21272 0.53469
H 2.47537 -0.61314 0.92884
H 1.70730 -2.54928 2.41626
H 2.28889 -1.30593 3.39530
H -0.65722 -2.15063 2.71213
H 0.04148 -2.16330 4.30661
H -1.46146 -0.46579 3.96293
H 0.19773 0.23524 4.28941
H -1.24688 -0.30660 1.56110
H -1.28751 1.23777 2.34377
H 1.22134 2.72755 2.00854
H 2.62842 1.70924 1.47229
H 1.89962 1.46496 3.04397
C -6.53399 7.17937 -7.43770
C -6.07578 5.74001 -7.79826
C -5.07257 5.40696 -6.62587
N -4.11096 4.17904 -6.71167
C -4.86097 2.97578 -7.26492
C -4.00013 1.67678 -7.25338
C -3.43265 1.40152 -5.83893
C -2.75372 2.60558 -5.27425
C -3.49057 3.95021 -5.30834
C -2.89997 4.61269 -7.62273
H -7.32421 7.65509 -8.01850
H -5.58563 7.71427 -7.48844
H -6.77532 7.14401 -6.37535
H -5.61718 5.68470 -8.78555
H -6.86834 4.99172 -7.79152
H -5.71782 5.12205 -5.79485
H -4.36058 6.18357 -6.34649
H -5.72943 2.94159 -6.60710
H -5.33035 3.12625 -8.23712
H -4.62416 0.80764 -7.46143
H -3.24294 1.69703 -8.03718
H -4.23121 1.03056 -5.19643
H -2.70873 0.58665 -5.84251
H -2.64829 2.38201 -4.21264
H -1.79204 2.91326 -5.68486
H -4.41231 3.91139 -4.72784
H -2.90481 4.84318 -5.09016
H -2.12515 3.85261 -7.52257
H -2.38212 5.49331 -7.24267
H -3.30391 4.67743 -8.63305
C -4.75971 -2.32283 3.72050
F -5.43265 -3.38136 3.31799
F -3.97198 -1.89271 2.65538
F -5.65276 -1.39005 3.99105
S -3.69387 -2.73392 5.38575
O -4.70288 -3.00147 6.40907
O -2.83942 -3.90925 5.06909
O -2.89615 -1.55188 5.72210
C -3.22285 3.22230 3.61107
F -1.92235 3.48863 4.00230
F -3.11629 2.90161 2.33465
F -3.62190 2.15954 4.34440
S -4.31577 4.82372 3.86054
O -4.29363 5.60115 2.63333
O -5.59493 4.23910 4.19482
O -3.79668 5.67341 4.88954
C 1.23155 2.12368 -4.90187
F 0.17128 1.75713 -4.23050
F 1.89093 2.99192 -4.13968
F 1.96594 0.98384 -4.92383
S 0.78995 2.92127 -6.58877
O 0.24286 4.17803 -6.11818
O 2.00882 3.01787 -7.44138
O -0.28284 2.17122 -7.25264
C 4.19550 1.74544 5.56095
F 4.30693 0.58526 6.07527
F 5.23582 2.54044 5.93258
F 4.04860 1.75057 4.19438
S 2.50291 2.54612 6.19303
O 2.74571 2.82698 7.60766
O 2.43016 3.76216 5.43705
O 1.48415 1.57629 5.89470
C 5.09773 3.34219 -0.91148
F 3.96252 2.61929 -0.72868
F 6.15456 2.67513 -0.38395
F 5.44605 3.49842 -2.21832
S 4.78358 5.04760 -0.03518
O 5.59005 6.09470 -0.71322
O 3.31672 5.30040 -0.19797
O 5.11513 4.81814 1.37536
C 5.88638 -1.20544 2.67899
F 6.03856 0.12570 2.45116
F 6.71622 -1.70458 3.61384
F 4.61996 -1.50640 2.77358
S 6.49039 -2.20261 1.07994
O 7.87915 -1.77423 0.94704
O 6.41197 -3.65576 1.31962
O 5.68317 -1.72544 -0.06037
C -1.21971 -1.92976 -3.84365
F -0.52008 -2.91126 -4.45987
F -0.57436 -0.81829 -4.22704
F -2.49515 -2.04601 -4.29632
S -1.11594 -2.25670 -1.89716
O -1.47428 -3.69584 -1.63732
O 0.27136 -2.09262 -1.57310
O -2.03047 -1.32474 -1.20802
C 1.17554 -5.59085 4.34338
F 0.53617 -6.37028 3.42830
F 2.33337 -5.26324 3.80315
F 0.48797 -4.44321 4.56094
S 1.39731 -6.60474 6.02159
O 0.09867 -6.56669 6.80813
O 1.74814 -7.97397 5.59080
O 2.48781 -5.90075 6.75035
*
```

Computed properties:
Energy relative to the best compared isomer or geometry (same formula, charge and spin) ... 0.00 kcal/mol
LUMO energy ... 1.44 eV
Kohn-Sham gap ... 5.48 eV

Atom charges from the Löwdin analysis, given in e for atoms 1 to 99: -0.07 -0.19 -0.13 -0.20 0.05 -0.06 -0.16 -0.12 -0.12 0.06 0.06 0.06 0.09 0.11 0.11 0.12 0.10 0.09 0.11 0.12 0.10 0.12 0.10 0.11 0.11 0.13 0.10 -0.08 -0.21 -0.10 -0.16 0.09 -0.13 -0.17 -0.16 -0.09 0.05 0.08 0.07 0.10 0.12 0.11 0.12 0.10 0.09 0.07 0.11 0.11 0.13 0.11 0.13 0.12 0.14 0.12 -0.10 -0.20 -0.08 -0.21 -0.10 -0.16 -0.19 -0.18 -0.01 0.01 0.08 0.08 0.07 0.09 0.11 0.11 0.11 0.13 0.09 0.12 0.11 0.13 0.12 0.11 0.10 0.12 0.13 0.10 0.07 0.09 -0.07 -0.20 -0.10 -0.20 -0.05 -0.17 -0.17 -0.13 -0.11 0.01 0.07 0.06 0.07 0.11 0.09

Density functional theory data (ωB97M-V with the def2-TZVPD basis set) for 2 unconnected molecules or ions with the total composition CH4NO3.

Geometry as ORCA input:
```
! RIJCOSX wB97M-V def2-TZVPD def2/J DEFGRID3
* xyz 0 2
N 0.86383 0.22868 -0.70774
C -0.61587 0.09135 -1.09047
O -1.10647 -0.89474 -0.53790
O -0.99643 0.69921 -2.05129
H 1.39036 0.98475 -0.93788
H 1.31581 -0.60356 -0.36493
H -0.17094 0.53029 2.13503
H -0.51321 -0.68117 1.35461
O -0.16708 -0.35480 2.20056
*
```

Computed properties:
Energy relative to the best compared isomer or geometry (same formula, charge and spin) ... 24.79 kcal/mol
LUMO energy (spin up / spin down) ... 0.35 / -4.36 eV
Kohn-Sham gap (spin up / spin down) ... 11.78 / 6.51 eV

Löwdin atomic charges, in units of e: 0.29 -0.70 0.09 0.20 0.06 0.11 -0.04 0.00 -0.01

Density functional theory data (ωB97M-V with the def2-TZVPD basis set) for a molecular structure, C22H15Cl4N5O2Pd.

Geometry as ORCA input:
```
! RIJCOSX wB97M-V def2-TZVPD def2/J DEFGRID3
* xyz -2 1
Pd -0.75343 -0.74487 -0.55900
C 0.90832 -0.72098 2.44912
N -0.51033 -0.50649 2.63623
C -0.70264 0.91729 2.46712
C 0.12138 1.26722 1.21662
N -0.64372 1.18221 -0.01937
C -0.62893 2.38378 -0.63201
C -1.20672 2.80785 -1.82472
C -1.08519 4.15557 -2.19842
C -0.40431 5.07215 -1.41774
C 0.20818 4.64251 -0.21865
C 0.08838 3.32926 0.15057
N 0.61309 2.64073 1.25074
C 1.26420 0.11951 1.21003
N 1.17922 -0.62528 -0.03720
C 2.38254 -0.61387 -0.64386
C 2.80828 -1.18145 -1.84135
C 4.15796 -1.06294 -2.20861
C 5.07533 -0.39533 -1.41735
C 4.64438 0.20610 -0.21300
C 3.32949 0.08917 0.15036
N 2.64033 0.60482 1.25528
H 1.15174 -1.77011 2.28432
H 1.50302 -0.33582 3.30464
H -0.88259 -0.88227 3.49454
H -0.29078 1.49734 3.32077
H -1.74994 1.18126 2.32319
H -1.75320 2.09918 -2.43455
H -1.54237 4.48486 -3.12586
H -0.32238 6.10694 -1.72795
H 0.77785 5.33687 0.39164
H 0.63323 3.10458 2.14221
H 2.09918 -1.71779 -2.45961
H 4.48811 -1.51195 -3.13977
H 6.11161 -0.31555 -1.72301
H 5.33959 0.76505 0.40618
H 3.10124 0.60300 2.14855
Cl -4.25347 -6.49924 0.04935
C -3.84114 -4.82512 -0.20931
C -4.81748 -3.85273 -0.20338
Cl -6.48812 -4.27378 0.06305
C -4.45333 -2.50943 -0.40376
Cl -5.66321 -1.25444 -0.40302
C -3.13362 -2.11289 -0.61144
O -2.78126 -0.86694 -0.78138
C -2.11030 -3.13188 -0.61849
O -0.86709 -2.77270 -0.79508
C -2.50050 -4.45433 -0.41581
Cl -1.24057 -5.65908 -0.43082
*
```

Computed properties:
LUMO energy ... 4.47 eV
Kohn-Sham gap ... 5.23 eV

Löwdin atomic charges, in units of e: 1.03 -0.16 -0.06 -0.16 -0.39 -0.03 -0.25 -0.04 -0.16 -0.17 -0.08 -0.22 0.11 -0.39 -0.03 -0.25 -0.04 -0.16 -0.17 -0.08 -0.22 0.11 0.12 0.10 0.10 0.10 0.12 0.09 0.08 0.07 0.09 0.11 0.09 0.08 0.07 0.09 0.11 0.57 -0.73 -0.73 0.57 -0.62 0.62 -0.42 -0.23 -0.42 -0.23 -0.62 0.62

Density functional theory data (ωB97M-V with the def2-TZVPD basis set) for a single C24H26O5 molecule.

Geometry as ORCA input:
```
! RIJCOSX wB97M-V def2-TZVPD def2/J DEFGRID3
* xyz 0 1
C -3.85997 0.25290 -3.62675
C -2.79789 1.28380 -3.27939
O -1.57716 0.52195 -2.92200
C -0.68588 1.26590 -2.24496
O -0.88872 2.44755 -2.08639
C 0.52515 0.52395 -1.52358
C 0.54371 0.28902 0.09881
C 1.66242 0.61822 1.09283
C 2.96920 0.83925 0.64643
C 3.99366 1.29911 1.48074
C 3.71618 1.44535 2.87571
O 4.80069 1.70416 3.64828
C 4.57091 1.71371 5.09818
C 2.42020 1.30908 3.35201
C 1.43409 0.89070 2.50473
C -0.45640 -0.65089 0.72774
C -0.37430 -1.36050 1.98729
C -1.45976 -1.98746 2.60172
C -2.64478 -2.05688 1.82857
C -2.72125 -1.56418 0.52503
C -1.61641 -0.89449 -0.02944
C -4.08605 -1.80172 -0.03910
C -4.78732 -2.49750 1.14583
O -3.80412 -2.60202 2.25189
C 0.65417 -0.87502 -2.15455
C 2.11192 -1.03577 -2.65299
C 2.63286 0.37318 -2.99268
C 1.67758 1.30798 -2.22544
O 1.88838 2.49547 -2.15633
H -4.78085 0.75743 -3.95293
H -3.51118 -0.41016 -4.43833
H -4.10167 -0.37071 -2.74462
H -2.51137 1.88340 -4.14943
H -3.12323 1.91816 -2.43754
H 0.12172 1.30153 -0.35832
H 3.19739 0.62251 -0.41437
H 4.98600 1.49754 1.07623
H 5.57345 1.93879 5.50827
H 3.86760 2.49658 5.39385
H 4.23209 0.74041 5.46078
H 2.17848 1.49162 4.44076
H 0.41284 0.75645 2.90374
H 0.56445 -1.38364 2.54776
H -1.46840 -2.39093 3.58357
H -1.66709 -0.57215 -1.08316
H -4.60850 -0.87039 -0.30156
H -4.07399 -2.46970 -0.91184
H -5.10406 -3.52757 0.91111
H -5.64808 -1.92807 1.53673
H 0.42392 -1.66444 -1.43974
H -0.07624 -0.99772 -2.96033
H 2.19302 -1.73088 -3.51746
H 2.76840 -1.45601 -1.85920
H 2.62320 0.64026 -4.07416
H 3.69096 0.47286 -2.65203
*
```

Computed properties:
Energy relative to the best compared isomer or geometry (same formula, charge and spin) ... 39.83 kcal/mol
LUMO energy ... 0.47 eV
Kohn-Sham gap ... 7.82 eV
SMILES ... CCOC(=O)[C@@]1([C@H](c2ccc(OC)cc2)c2ccc3c(c2)CCO3)CCCC1=O

Löwdin atomic charges, in units of e: -0.06 -0.17 -0.05 -0.42 0.13 -0.22 -0.08 -0.14 -0.03 0.02 -0.29 -0.09 -0.06 -0.04 -0.04 -0.15 -0.03 0.02 -0.25 -0.15 0.03 -0.11 -0.11 -0.03 -0.13 -0.16 -0.10 -0.33 0.13 0.08 0.09 0.06 0.13 0.13 0.17 0.10 0.12 0.10 0.08 0.09 0.13 0.12 0.11 0.10 0.11 0.11 0.12 0.12 0.12 0.12 0.12 0.11 0.11 0.13 0.13

Density functional theory data (ωB97M-V with the def2-TZVPD basis set) for a molecular structure, CH2FLiOSm.

Geometry as ORCA input:
```
! RIJCOSX wB97M-V def2-TZVPD def2/J DEFGRID3
* xyz 2 7
C -0.53902 0.37153 0.06071
O 0.84517 -0.28705 0.48145
Sm 2.47990 0.98155 -0.45278
Li 0.36511 -1.99701 -0.18361
F -1.25218 -0.87943 -0.19570
H -1.01305 0.99174 -0.71413
H -0.88593 0.81868 1.00406
*
```

Computed properties:
Energy relative to the best compared isomer or geometry (same formula, charge and spin) ... 0.00 kcal/mol
LUMO energy (spin up / spin down) ... -9.62 / -9.46 eV
Kohn-Sham gap (spin up / spin down) ... 8.38 / 10.13 eV

Löwdin atomic charges, in units of e: -0.16 -0.62 1.79 0.85 -0.13 0.14 0.13

| no. | E (Ha) |
| --- | --- |
| 1 | -10072.1494 |
| 2 | -320.8894 |
| 3 | -3240.3585 |
| 4 | -1306.1813 |
| 5 | -879.2738 |